A molecular structure, C19H31N4O2PrS2Si. Source: the OMol25 dataset; level of theory: ωB97M-V with the def2-TZVPD basis set.

```
60
Properties=species:S:1:pos:R:3
Pr 1.85464 -0.74523 -1.83990
C 0.22722 -1.02042 4.91219
Si -0.79663 -1.35053 3.40133
C -2.55743 -0.81648 3.66171
C -0.75339 -3.14672 2.96816
C -0.08027 -0.16128 2.07773
C -0.19621 1.18960 2.39581
C 0.32895 2.20371 1.59330
C 0.98938 1.82659 0.45351
N 1.13142 0.53474 0.11699
C 0.60876 -0.44178 0.88689
S 0.89143 -2.09114 0.28473
H -0.13683 -1.61822 5.75140
H 0.19138 0.02816 5.21659
H 1.27311 -1.28831 4.74339
H -2.96685 -1.30502 4.54935
H -3.17288 -1.11524 2.81008
H -2.66512 0.26105 3.80349
H -1.22063 -3.68332 3.79973
H 0.26030 -3.52934 2.84778
H -1.31716 -3.37328 2.06152
H -0.70734 1.47558 3.30951
H 0.23607 3.24704 1.86043
H 1.43408 2.55769 -0.21439
N 4.15677 -0.31770 -0.32897
N 4.89540 0.78052 -0.81628
C 5.06066 0.93424 -2.14991
N 5.94385 1.84505 -2.53377
S 4.20622 0.01840 -3.29829
H 3.80007 -0.07461 0.59101
H 4.77853 -1.11861 -0.22563
H 5.58543 1.17389 -0.18960
H 6.50716 2.37557 -1.88748
H 6.07469 2.00744 -3.51948
C -4.60126 -0.57667 0.17387
C -3.43858 -0.04365 -0.60766
C -2.61455 -0.89864 -1.33774
C -1.56631 -0.42105 -2.09815
C -0.87852 -1.41212 -3.01647
C -1.31161 0.97405 -2.10002
C -0.16861 1.55721 -2.72170
O 0.89436 0.95497 -3.01231
C -2.17285 1.86683 -1.40022
C -1.98472 3.36487 -1.41951
C -3.20496 1.33212 -0.66035
H -4.58345 -1.66272 0.23798
H -5.53762 -0.27940 -0.30315
H -4.61076 -0.16194 1.18225
H -2.83421 -1.96022 -1.34948
H -1.64590 -1.94081 -3.58178
H -0.34946 -2.19604 -2.46679
H -0.23676 -0.94246 -3.75799
H -0.19195 2.62807 -2.93162
H -1.01946 3.66936 -1.01226
H -2.75393 3.84354 -0.81827
H -2.06668 3.76862 -2.43039
H -3.86198 1.99873 -0.11372
O 2.17316 -2.64737 -3.58237
H 2.46051 -2.47205 -4.48785
H 2.24133 -3.60530 -3.47725
```

Its frontier orbital gap (alpha / beta) is 7.2110 / 7.2388 eV. The spin multiplicity is 3. The calculation puts the total energy at -2714.6525 a.u. For the energy above the lowest of the compared OMol25 structures with the same formula, charge and spin, the calculation gives 0.000 eV. As for the charge: +2. The HOMO energy (alpha / beta) comes out at -13.66 / -13.66 eV.

Atom charges from the Mulliken analysis, given in e for atoms 1 to 4: atom 1 (Pr): 0.9887, atom 2 (C): -1.0784, atom 3 (Si): 0.0983, atom 4 (C): -0.9038